Record 1
Below is a 7-piece molecular cluster, C20H22Br2F6O18 overall, with properties calculated with wB97M-V/def2-TZVPD.

XYZ file:
```
68
Properties=species:S:1:pos:R:3:nbo_charge:R:1
C 2.0506 -0.9677 -4.3765 -0.131
C 1.0834 -2.1012 -4.0082 0.439
O 1.7204 -2.6119 -2.8662 -0.481
C 3.0108 -2.3503 -2.8435 0.971
O 3.8105 -2.7803 -2.0112 -0.589
O 3.3346 -1.4588 -3.8170 -0.491
F 1.1163 -2.9101 -5.0653 -0.332
H 1.8477 -0.0275 -3.8637 0.202
H 2.0819 -0.7490 -5.4439 0.213
H 0.0617 -1.7435 -3.8804 0.195
C 3.4155 3.1819 3.9317 -0.129
C 2.4599 3.1650 2.7797 0.452
O 2.8051 1.9612 2.1904 -0.489
C 3.1878 1.0505 3.0883 0.972
O 3.2409 -0.2108 2.8999 -0.577
O 3.5426 1.7172 4.2483 -0.487
F 2.6191 4.2391 1.9458 -0.323
H 3.0757 3.6966 4.8305 0.217
H 4.3483 3.6273 3.5859 0.213
H 1.4276 3.1943 3.1286 0.155
C 1.4433 -0.4142 -0.3596 -0.147
C 0.5374 -0.6628 0.8724 0.435
O -0.5047 -1.5094 0.3171 -0.474
C -0.5560 -1.3044 -0.9892 0.990
O -1.3676 -1.8550 -1.7245 -0.607
O 0.5243 -0.4917 -1.4152 -0.508
F 0.0619 0.4748 1.3984 -0.341
H 2.2690 -1.1226 -0.4274 0.222
H 1.9252 0.5635 -0.3555 0.226
H 1.0563 -1.1665 1.6879 0.200
C -0.0484 0.2624 4.8457 -0.138
C -0.8592 0.0975 6.1409 0.430
O -1.2739 -1.2301 6.0765 -0.475
C -1.1957 -1.6698 4.8154 0.963
O -1.7637 -2.6618 4.4276 -0.543
O -0.3456 -0.8633 4.0509 -0.485
F -1.8972 0.8929 6.0785 -0.335
H 1.0279 0.2187 5.0124 0.201
H -0.2246 1.2155 4.3472 0.202
H -0.4738 0.4156 7.1095 0.179
C -2.4585 -3.8989 -4.0443 -0.134
C -3.3620 -4.5697 -3.0227 0.442
O -2.5046 -5.1233 -2.0778 -0.463
C -1.2818 -4.7767 -2.3473 0.975
O -0.3171 -5.0253 -1.6346 -0.563
O -1.1415 -4.1734 -3.6483 -0.494
F -4.0289 -5.4525 -3.7256 -0.321
H -2.5365 -2.8170 -3.9370 0.189
H -2.6760 -4.0934 -5.0945 0.210
H -4.0438 -3.8544 -2.5627 0.160
C -4.8426 0.7942 0.6451 -0.131
C -3.6074 0.8134 -0.1891 0.437
O -3.3936 2.2093 -0.3291 -0.503
C -4.5258 2.9248 -0.0492 0.978
O -4.7965 4.0854 -0.2014 -0.550
O -5.4304 2.0056 0.3071 -0.486
F -3.8383 0.2330 -1.4200 -0.343
H -4.5443 0.8341 1.6928 0.189
H -5.5320 -0.0461 0.5622 0.229
H -2.6865 0.3750 0.1955 0.179
Br 0.4892 2.8442 -1.3494 -0.044
C 1.6710 4.3698 -1.9928 -0.414
C 3.1487 4.1000 -1.7773 -0.443
Br 3.7763 2.5917 -2.8870 -0.023
H 1.2763 5.2775 -1.5361 0.234
H 1.4534 4.5278 -3.0491 0.227
H 3.4052 3.7963 -0.7624 0.232
H 3.7528 4.9372 -2.1269 0.236
```

## Properties
- LUMO level: -0.00404 hartree
- Frontier orbital gap: 10.35 eV
- Relative energy (zero: lowest compared OMol25 entry of this formula, charge and spin): 133.5 kJ/mol
- SMILES string: O=C1OC[C@@H](F)O1.O=C1OC[C@@H](F)O1.O=C1OC[C@@H](F)O1.O=C1OC[C@@H](F)O1.O=C1OC[C@@H](F)O1.O=C1OC[C@@H](F)O1.BrCCBr
- Energy: -7876.87395 Ha
- Net charge: 0

***

Record 2
Below is C20H22Br2IrNOS3SbSi2 as an isolated structure, with properties calculated with wB97M-V/def2-TZVPD.

XYZ file:
```
53
Properties=species:S:1:pos:R:3:nbo_charge:R:1
Ir -0.1417 -0.1099 0.0815 0.190
C 0.8258 2.2967 2.6242 -1.165
Si -0.6059 1.5917 1.6415 1.512
C -1.5152 3.0425 0.8520 -1.153
C -1.8668 0.9385 2.9168 -0.487
C -2.4497 1.7622 3.8894 -0.143
C -3.3801 1.2686 4.7905 -0.262
C -3.7557 -0.0712 4.7286 -0.244
C -3.1969 -0.8927 3.7616 -0.206
C -2.2522 -0.4061 2.8480 -0.437
Si -1.3832 -1.4863 1.5413 1.285
C -2.7570 -2.4871 0.6816 -1.128
C -0.5245 -2.7440 2.6780 -1.122
H 0.4644 3.0199 3.3661 0.202
H 1.5413 2.7943 1.9646 0.260
H 1.3650 1.5015 3.1396 0.247
H -1.6927 3.8231 1.6003 0.203
H -2.4749 2.7083 0.4541 0.240
H -0.9422 3.4691 0.0258 0.242
H -2.1700 2.8113 3.9418 0.183
H -3.8160 1.9207 5.5409 0.186
H -4.4772 -0.4683 5.4358 0.185
H -3.5037 -1.9352 3.7113 0.187
H -3.3131 -3.1139 1.3884 0.204
H -2.3351 -3.1436 -0.0876 0.214
H -3.4625 -1.8116 0.1892 0.230
H -1.2618 -3.1547 3.3766 0.205
H 0.2528 -2.2365 3.2532 0.242
H -0.0473 -3.5764 2.1528 0.209
C 1.0884 -3.2932 -0.8891 -0.662
C 0.1369 -2.7266 -1.8870 0.245
C -0.1675 -3.4568 -3.0674 -0.245
C -1.0513 -2.9757 -3.9773 -0.168
C -1.6934 -1.7394 -3.7325 -0.044
C -2.6371 -1.1304 -4.5887 -0.158
Br -3.1484 -1.9848 -6.2209 -0.022
C -3.2151 0.0663 -4.2700 -0.214
C -2.9022 0.6938 -3.0633 -0.223
Br -3.7360 2.3362 -2.6358 0.031
C -2.0013 0.1541 -2.1363 0.432
O -1.7666 0.6796 -1.0027 -0.674
C -1.3532 -1.0759 -2.5368 0.071
N -0.4278 -1.5606 -1.6566 -0.445
H 1.5489 -4.2045 -1.2738 0.194
H 0.5651 -3.5188 0.0415 0.241
H 1.8626 -2.5735 -0.6268 0.273
H 0.3211 -4.4096 -3.2246 0.205
H -1.2842 -3.5339 -4.8741 0.215
H -3.9174 0.5315 -4.9473 0.225
S 4.6348 1.7840 0.8196 -0.978
Sb 3.2456 0.3577 -0.3280 0.842
S 1.7658 -0.7507 1.2449 -0.544
S 1.2339 1.5564 -0.9410 -0.674
```

## Properties
- Multiplicity: 2
- LUMO level (spin up / spin down): 0.13565 / 0.13560 hartree
- Frontier orbital gap (spin up / spin down): 4.90 / 4.94 eV
- Relative energy (zero: lowest compared OMol25 entry of this formula, charge and spin): 0.0 kJ/mol
- <S²>: 0.7626
- Energy: -8171.75901 Ha
- Net charge: -2

***

Record 3
Below is C20H22Cl2MoN11O2S3 as an isolated structure, with properties calculated with wB97M-V/def2-TZVPD.

XYZ file:
```
61
Properties=species:S:1:pos:R:3:nbo_charge:R:1
Mo 0.0741 0.0730 -0.2476 0.551
N -0.8242 1.8989 0.9620 -0.594
N -1.4937 2.8391 0.1626 -0.413
C -1.3052 2.8022 -1.1709 0.657
N -1.8620 3.7437 -1.8998 -0.713
N -0.5253 1.7773 -1.6010 -0.498
N -0.3960 1.5601 -2.9797 0.648
O -1.0298 2.2022 -3.7786 -0.327
O 0.3952 0.6795 -3.2521 -0.383
H -1.4674 1.5619 1.6755 0.415
H -0.0474 2.3383 1.4550 0.418
H -1.8730 3.6675 0.6022 0.431
H -2.4075 4.4770 -1.4708 0.440
H -1.7941 3.7088 -2.9071 0.469
C 4.9926 1.3224 -2.1735 -0.685
C 4.1681 0.0944 -2.2022 0.385
N 4.4971 -1.0480 -2.7121 -0.169
N 3.4302 -1.8664 -2.4989 -0.303
C 2.4392 -1.2669 -1.8651 0.264
S 0.9191 -1.8578 -1.3377 0.172
N 2.8893 -0.0157 -1.6605 -0.212
N 2.0927 0.9676 -1.0493 -0.542
H 5.9400 1.1105 -2.6632 0.302
H 5.1978 1.6353 -1.1480 0.254
H 4.5046 2.1399 -2.7071 0.253
H 3.4688 -2.8273 -2.8131 0.468
H 1.8946 1.6776 -1.7526 0.422
H 2.6465 1.3903 -0.3036 0.428
Cl -0.8596 -1.7589 1.3183 0.226
C 0.2663 -2.0134 2.6416 0.066
C 0.0440 -3.0382 3.5333 -0.248
C 0.9601 -3.1878 4.5674 -0.128
C 2.0445 -2.3319 4.6871 -0.190
C 2.2326 -1.3063 3.7732 -0.009
Cl 3.5757 -0.2458 3.9322 0.094
C 1.3301 -1.1330 2.7201 -0.308
S 1.5309 0.1835 1.5803 0.190
H -0.8025 -3.7023 3.4294 0.262
H 0.8262 -3.9851 5.2854 0.264
H 2.7557 -2.4541 5.4924 0.270
S -6.2879 -1.2383 -2.1257 0.450
C -4.6423 -0.9279 -1.6975 0.015
C -4.4083 -0.3531 -0.4351 -0.284
C -3.1263 -0.0944 -0.0332 0.047
N -2.0360 -0.3597 -0.7877 -0.529
C -2.2635 -0.9084 -2.0038 0.043
C -3.5171 -1.1966 -2.4864 -0.294
C -6.1552 -2.0706 -3.6961 -0.216
C -6.3622 -1.3578 -4.8690 -0.244
C -6.3344 -2.0605 -6.0705 0.060
N -6.1163 -3.3615 -6.0790 -0.369
C -5.9326 -4.0655 -4.9770 0.058
C -5.9487 -3.4442 -3.7331 -0.249
H -5.2289 -0.1314 0.2345 0.264
H -2.9563 0.3043 0.9574 0.196
H -1.3933 -1.1287 -2.6082 0.232
H -3.6100 -1.6397 -3.4680 0.274
H -6.5597 -0.2942 -4.8630 0.237
H -6.4959 -1.5696 -7.0235 0.224
H -5.7845 -5.1345 -5.0803 0.223
H -5.8273 -4.0274 -2.8298 0.236
```

## Properties
- LUMO level (spin up / spin down): -0.39557 / -0.39166 hartree
- Frontier orbital gap (spin up / spin down): 4.63 / 4.74 eV
- Relative energy (zero: lowest compared OMol25 entry of this formula, charge and spin): 0.0 kJ/mol
- Energy: -3710.25950 Ha
- Net charge: +3

***

Record 4
Below is one molecule with the formula C20H22ClN3O2, with properties calculated with wB97M-V/def2-TZVPD.

XYZ file:
```
48
Properties=species:S:1:pos:R:3:nbo_charge:R:1
C 1.1112 -3.7993 -2.1624 -0.639
C 0.9004 -2.3171 -2.1356 0.001
C -0.3600 -1.7827 -1.8984 -0.212
C -0.5714 -0.4187 -1.9440 -0.221
C 0.4768 0.4499 -2.2240 0.027
C 1.7442 -0.0768 -2.4260 -0.239
C 1.9511 -1.4443 -2.3866 -0.212
H 2.9414 -1.8404 -2.5601 0.212
H 2.5739 0.5847 -2.6362 0.206
C 0.2123 1.9342 -2.3054 -0.247
N 0.0259 2.5430 -1.0080 -0.438
C -1.1578 2.5368 -0.3467 0.801
O -2.2215 2.1097 -0.7633 -0.696
N -0.9684 3.1180 0.8766 -0.440
C -1.9515 3.0124 1.9272 -0.305
H -2.9362 3.1705 1.4797 0.239
H -1.7577 3.7788 2.6794 0.227
C -1.9003 1.6245 2.5859 0.660
O -1.5476 1.4505 3.7337 -0.622
N -2.2621 0.6359 1.7444 -0.630
H -2.4930 0.8719 0.7854 0.433
C -2.0970 -0.7540 2.0903 -0.251
C -0.7724 -1.3424 1.6598 -0.038
C 0.3056 -0.5374 1.3230 -0.201
C 1.5344 -1.0849 1.0055 -0.215
C 1.6868 -2.4595 1.0238 -0.035
C 0.6208 -3.2855 1.3400 -0.251
C -0.6017 -2.7218 1.6536 -0.149
H -1.4322 -3.3633 1.9098 0.206
H 0.7509 -4.3564 1.3483 0.227
Cl 3.2283 -3.1479 0.6618 0.000
H 2.3711 -0.4532 0.7516 0.225
H 0.1908 0.5337 1.3209 0.210
H -2.9203 -1.3308 1.6604 0.209
H -2.1585 -0.8158 3.1838 0.243
C 0.4328 3.3542 1.1514 -0.216
H 0.7751 2.7506 2.0003 0.204
C 1.1239 2.9584 -0.1667 -0.210
H 1.6519 3.8041 -0.6213 0.197
H 1.8394 2.1384 -0.0312 0.196
H 0.5934 4.4091 1.3980 0.201
H 1.0364 2.4489 -2.8071 0.204
H -0.7126 2.1050 -2.8641 0.234
H -1.5583 -0.0144 -1.7769 0.232
H -1.1875 -2.4455 -1.6895 0.210
H 2.1066 -4.0582 -1.8107 0.225
H 0.3727 -4.3062 -1.5461 0.215
H 1.0102 -4.1670 -3.1843 0.222
```

## Properties
- LUMO level: 0.02575 hartree
- Frontier orbital gap: 9.42 eV
- Relative energy (zero: lowest compared OMol25 entry of this formula, charge and spin): 18.3 kJ/mol
- SMILES string: Cc1ccc(CN2CCN(CC(=O)NCc3ccc(Cl)cc3)C2=O)cc1
- Energy: -1550.34416 Ha
- Net charge: 0